# 1
C15H22N2O3 in the gas phase at a distorted geometry, computed with ωB97M-V/def2-TZVPD.

```
42
Properties=species:S:1:pos:R:3:forces:R:3:mulliken_charge:R:1
C -2.0127 -1.1285 3.0365 6.680 -2.256 0.128 -1.267
C -1.3644 0.0631 3.6354 -0.066 0.342 -3.596 -0.458
H -1.9695 0.5576 4.3884 -0.111 0.399 -0.184 0.485
H -0.4576 -0.3253 4.0809 0.476 0.730 0.082 0.342
C -1.0017 0.9631 2.2972 9.207 -2.542 9.685 -0.862
N -1.8619 1.3518 1.4344 -4.243 2.246 -2.954 0.600
C -1.2890 1.4179 0.0053 -4.437 -11.051 4.247 1.464
C -0.2859 0.2481 0.2364 3.257 -0.009 -1.437 0.051
N 0.0712 0.0969 1.4756 -5.354 4.147 -0.272 0.910
O 1.0093 -0.4066 2.0190 2.221 -2.131 1.343 -0.760
C 0.6203 -0.4177 -0.7542 -3.075 4.452 -3.079 0.047
C 1.2868 -1.5909 -0.6579 -4.206 2.761 8.060 -0.695
C 1.7628 -1.9943 -1.7802 7.622 -11.856 10.109 0.249
C 1.9061 -1.5675 -2.8784 -3.395 6.256 -11.144 0.998
C 0.9921 -0.4722 -3.2183 2.500 2.574 -1.801 -0.769
C 0.5424 0.2928 -2.2049 -2.559 -0.519 2.929 -0.227
H -0.1784 1.2711 -2.4317 2.298 -2.775 0.866 -0.130
H 1.0981 0.0660 -4.2367 -0.496 -1.508 1.380 0.264
O 2.4082 -2.1412 -3.9103 3.177 -1.334 -3.754 -0.436
C 3.3824 -3.1930 -3.8543 -1.084 -1.170 -0.732 -0.965
H 3.5998 -3.5398 -4.9197 0.386 1.390 1.392 0.265
H 2.8874 -4.0823 -3.5125 -0.562 -0.608 0.602 0.405
H 4.1889 -3.0782 -3.1211 0.221 0.635 -0.745 0.366
H 2.7024 -2.8755 -1.4341 -2.797 1.751 -1.527 0.007
H 1.2498 -2.0827 0.4436 0.547 0.821 -3.128 0.271
C -1.0466 2.6784 -0.3122 4.234 5.016 -8.053 -1.825
H -0.0345 2.9789 -0.3259 1.553 0.178 1.010 0.521
H -1.5679 3.3101 0.2610 -2.231 2.742 1.308 0.552
H -1.0985 2.8159 -1.5176 -1.023 0.129 2.589 0.296
C -2.5132 0.7520 -0.7076 0.596 -3.889 0.161 -1.468
H -2.1963 0.3729 -1.6584 -0.097 0.686 -1.218 0.391
H -2.9531 -0.3480 -0.3330 1.623 2.910 0.125 0.223
H -3.3564 1.3583 -0.6963 -1.375 1.404 -0.488 0.503
O -2.6218 2.5337 1.8003 2.301 -0.098 -0.348 -0.521
H -3.4764 2.2346 2.0429 -1.263 -0.873 0.205 0.347
C 0.0663 2.0322 3.1709 -2.868 3.326 -5.353 -1.091
H -0.7724 2.5335 3.7406 1.839 -0.195 0.159 0.314
H 1.0888 1.8992 3.5238 -0.711 -1.077 0.548 0.315
H 0.2861 2.7974 2.2373 -0.427 -1.117 2.295 0.225
H -2.7158 -0.9471 2.4017 -4.505 1.336 -3.848 0.357
H -2.3657 -1.6290 3.8421 -1.158 -2.728 2.016 0.634
H -1.1254 -1.7717 2.3401 -2.694 1.505 2.422 0.075
```
Positions in Å, forces in eV/Å.

Summary:
Strongest force on any atom ... 17.35 eV/A
LUMO ... 0.577 eV
HOMO level ... -7.65 eV
Structure (SMILES) ... CC[C@]1(C)N(O)C(C)(C)C(c2ccc(OC)cc2)=[N+]1[O-]
Gap between HOMO and LUMO ... 0.3022 Ha


# 2
A 2-piece molecular cluster, C4H14N overall at a distorted geometry, computed with ωB97M-V/def2-TZVPD.

```
19
Properties=species:S:1:pos:R:3:forces:R:3:mulliken_charge:R:1
C -1.0456 2.2327 -0.0190 1.570 1.059 1.214 -0.857
C -0.4896 2.3509 1.4813 1.841 2.161 -3.281 -0.815
H -1.8239 1.5168 -0.2782 -0.227 0.232 0.345 0.237
H -1.3062 3.2864 -0.1733 -0.685 -0.727 -0.958 0.316
H -0.1440 2.0560 -0.6221 -0.374 -0.041 -0.380 0.261
H 0.6041 2.2444 1.3878 -0.290 -1.569 0.618 0.274
H -0.3062 3.4695 1.5657 -1.607 -1.126 1.111 0.293
H -1.0262 1.7684 2.1740 -0.222 -0.075 1.300 0.336
C 0.6129 -2.0179 -1.0229 0.895 -0.083 -1.645 -0.299
C 1.4174 -2.1503 0.2083 0.387 -0.075 2.280 -1.096
N -0.5381 -1.0544 -0.8498 0.266 1.148 -0.187 -0.259
H 1.3786 -1.7982 -1.8146 -1.394 0.961 0.181 0.281
H 0.2158 -2.9589 -1.4005 -0.382 -0.069 0.594 0.376
H 0.7725 -2.2748 1.1046 0.366 -0.600 -0.438 0.348
H 2.1252 -1.3505 0.5622 -0.731 -0.302 -1.177 0.336
H -0.1805 -0.1090 -0.6632 0.098 0.074 -0.157 0.195
H -1.1990 -0.9382 -1.6306 0.370 -0.389 0.034 0.380
H -1.0925 -1.2397 -0.0074 0.108 -0.530 -0.119 0.376
H 2.0253 -3.0332 -0.0023 0.010 -0.050 0.665 0.317
```
Positions in Å, forces in eV/Å.

Summary:
Strongest force on any atom ... 4.34 eV/A
LUMO ... -3.650 eV
Net charge ... +1
HOMO level ... -14.54 eV
Gap between HOMO and LUMO ... 0.4002 Ha


# 3
C2H5N4P3 in the gas phase, computed with ωB97M-V/def2-TZVPD.

```
14
Properties=species:S:1:pos:R:3:forces:R:3:mulliken_charge:R:1
C -0.4299 1.1823 -0.9648 -0.025 0.624 0.428 -0.342
C -0.5760 0.3666 -2.1940 -0.317 -0.218 -0.704 -0.274
N 0.7157 0.2134 2.6221 0.501 0.654 0.237 -0.091
N 2.1544 -0.4529 0.5902 0.180 -0.120 -0.195 -0.020
N -0.7131 -1.7935 2.0724 0.021 -0.125 -0.053 -0.510
N 0.4323 0.0773 -1.2330 0.585 -0.615 0.326 0.026
P -0.8183 -0.2530 2.3329 0.159 -0.372 0.066 0.117
P 2.1679 0.2846 2.0413 -0.661 -0.260 -0.075 0.008
P 1.4620 -1.0723 -0.6551 -0.169 0.542 0.100 0.020
H 0.0038 2.1739 -1.0289 0.053 -0.029 -0.110 0.206
H -1.1459 1.0660 -0.1600 -0.022 -0.106 -0.043 0.166
H -1.4024 -0.3264 -2.2818 -0.078 -0.019 0.097 0.248
H -0.2365 0.7824 -3.1358 0.024 0.031 0.023 0.215
H -1.6141 -2.2483 1.9946 -0.252 0.013 -0.097 0.231
```
Positions in Å, forces in eV/Å.

Summary:
Strongest force on any atom ... 0.91 eV/A
LUMO ... -0.484 eV
HOMO level ... -8.76 eV
Structure (SMILES) ... [H]/N=P/N=P\N=P/N1CC1
Gap between HOMO and LUMO ... 0.3040 Ha


# 4
A 12-piece molecular cluster, C24H76N20O12 overall at a distorted geometry, computed with ωB97M-V/def2-TZVPD.

```
132
Properties=species:S:1:pos:R:3:forces:R:3:mulliken_charge:R:1
C 2.8910 1.8755 -3.7715 -0.517 0.458 -0.051 0.659
O 2.5855 1.0714 -2.8878 0.020 0.129 -0.359 -0.456
N 3.1424 3.1643 -3.5138 0.312 1.786 1.305 -0.384
N 2.9417 1.5846 -5.0712 -0.012 -1.261 -1.456 -0.435
H 3.4340 3.8679 -4.1695 0.060 -0.455 -0.367 0.228
H 3.0603 3.5134 -2.5677 -0.159 -0.329 0.121 0.118
H 3.1072 2.2571 -5.7983 0.031 0.134 0.227 0.181
H 2.6405 0.6759 -5.3855 0.008 0.028 0.193 0.234
C -4.8586 2.8963 -2.1768 0.428 0.623 2.472 0.612
O -4.9428 2.9881 -0.9409 -0.534 0.077 -0.779 -0.658
N -5.6188 3.5847 -3.0360 -0.697 0.119 -0.397 -0.420
N -3.8617 2.1713 -2.6848 1.051 -0.776 -0.763 -0.119
H -5.4696 3.4663 -4.0229 -0.331 0.197 0.014 0.174
H -6.4775 3.9442 -2.6554 0.023 0.097 -0.325 0.265
H -3.2088 1.8657 -1.9834 0.023 -0.421 -0.356 -0.105
H -3.7826 1.9189 -3.6557 0.241 -0.033 0.128 0.173
C -1.0645 0.2309 -4.6382 -0.239 -1.098 -0.189 0.362
O -1.5100 -0.0781 -5.7440 0.363 0.485 0.686 -0.766
N -0.3237 1.2878 -4.3287 1.166 2.780 -1.446 0.167
N -1.2148 -0.5164 -3.5274 -1.190 -1.741 0.415 -0.189
H 0.0218 1.5315 -3.4138 -0.157 -0.410 0.192 -0.346
H -0.1591 1.9542 -5.0696 -0.118 -0.031 0.170 0.180
H -1.5966 -1.4340 -3.6886 0.000 0.156 0.314 0.069
H -0.8535 -0.2527 -2.6276 0.179 -0.106 -0.002 0.157
C 4.4171 -4.6479 1.9444 -0.519 -1.560 0.816 0.511
O 4.8816 -5.1225 2.9854 -0.018 0.650 -0.405 -0.727
N 3.1122 -4.8308 1.6070 -0.832 0.536 -0.519 -0.160
N 5.1489 -4.0347 1.0047 1.402 0.614 -0.156 -0.254
H 2.7529 -4.4818 0.7307 -0.082 -0.187 -0.036 0.193
H 2.4758 -5.3414 2.1897 0.358 -0.073 0.154 0.128
H 6.1028 -3.8641 1.2771 -0.067 0.013 -0.107 0.191
H 4.8578 -3.5827 0.1514 -0.288 -0.002 0.141 0.260
C 0.4214 -4.4017 -1.7667 1.167 1.377 -0.127 0.262
O 1.5147 -4.3654 -1.1933 -0.346 -0.453 0.157 -0.693
N -0.2984 -3.2588 -1.9124 0.040 -0.791 -0.042 0.013
N -0.0523 -5.5017 -2.3709 -0.130 -0.771 -0.044 -0.341
H 0.1128 -2.4484 -1.4621 -0.859 -0.011 -0.346 -0.012
H -1.1599 -3.2576 -2.4278 0.011 0.236 0.178 0.236
H -0.9270 -5.5034 -2.8651 0.098 -0.243 0.024 0.192
H 0.5327 -6.3160 -2.2924 -0.276 -0.090 -0.154 0.255
C 1.1433 4.9764 -0.3161 -0.441 0.981 -0.181 0.592
O 1.6770 4.1067 -1.0226 0.088 0.392 0.163 -0.702
N 0.5524 6.0743 -0.8577 0.609 -0.673 -0.539 -0.404
N 1.0762 4.9151 1.0275 0.528 -0.665 -1.014 -0.319
H 0.1851 6.8267 -0.3057 -0.109 0.005 -0.289 0.169
H 0.5719 6.0609 -1.8641 -0.416 0.628 0.060 0.203
H 0.7720 5.7367 1.5167 0.235 -0.358 0.522 0.159
H 1.6562 4.1568 1.3624 -0.342 0.220 1.125 0.178
C -0.8895 4.6958 -4.0368 0.428 -1.402 -1.119 0.448
O -1.8334 4.7625 -4.8070 0.087 0.436 0.712 -0.668
N -0.8180 4.0161 -2.8659 -0.689 -0.569 0.927 0.298
N 0.3659 5.1493 -4.3523 0.276 1.188 -0.710 -0.310
H -1.4986 3.2869 -2.7137 -0.250 0.281 -0.060 0.128
H 0.1088 3.7262 -2.5885 -0.082 0.022 0.388 -0.316
H 0.4740 5.5451 -5.2716 0.128 0.023 0.148 0.247
H 1.1711 4.8517 -3.8299 0.020 -0.017 -0.142 0.157
C 4.7017 -1.1490 -1.6288 1.334 0.508 -1.243 0.360
O 5.3858 -1.9996 -1.0807 -0.431 -0.061 0.686 -0.763
N 4.6796 0.1823 -1.3141 0.120 0.645 1.079 -0.186
N 4.0777 -1.3294 -2.8181 -0.450 -0.293 -0.128 -0.307
H 4.0501 0.8261 -1.7848 0.144 -0.413 0.290 0.317
H 5.2131 0.5350 -0.5389 -0.022 -0.338 0.031 -0.019
H 3.5752 -0.5115 -3.1314 -0.442 -0.622 -0.399 0.301
H 3.9342 -2.2541 -3.1841 -0.085 0.088 0.100 0.213
C -3.4688 -1.6876 4.7403 0.730 -0.140 -0.756 -1.547
C -3.0593 -0.3492 4.1243 -1.792 0.295 -0.458 1.786
C -4.3571 0.4754 3.7625 0.025 -0.244 -0.436 -0.856
O -5.0261 0.0498 2.5724 -0.062 -0.513 0.660 -0.408
C -4.4415 0.5243 1.3977 -0.198 0.391 -0.973 -0.426
N -2.1999 0.2733 5.0899 -0.029 1.449 0.475 -0.716
H -4.2624 -2.2256 4.2232 0.157 0.068 -0.262 0.297
H -3.8037 -1.5414 5.7682 0.042 0.184 0.018 0.407
H -2.5395 -2.2587 4.7614 -0.273 -0.480 0.200 0.382
H -2.4292 -0.3456 3.2301 -0.354 -0.888 -0.303 -0.763
H -4.1948 1.5500 3.6272 0.551 0.106 0.266 0.447
H -5.0944 0.3693 4.5606 0.047 -0.106 0.120 0.291
H -4.2155 1.5919 1.4672 0.578 -0.062 0.168 0.331
H -5.1281 0.5218 0.5480 -0.529 -0.343 0.372 0.330
H -3.6151 -0.0994 1.0450 0.433 0.234 0.357 0.013
H -2.0661 1.2128 4.7207 0.472 0.154 0.286 0.245
H -2.7375 0.4318 5.9387 0.131 -0.105 0.221 0.263
C 1.5450 0.7174 3.9560 -0.339 -1.519 0.881 -2.012
C 2.4262 1.9309 3.7411 0.888 -2.146 -1.062 0.229
C 3.6016 1.5624 2.7337 -1.404 1.608 0.973 -0.197
O 4.4589 2.6854 2.7819 0.184 0.207 0.198 -0.453
C 5.3383 2.7410 1.6944 -0.708 0.751 -0.747 -0.591
N 1.5401 2.9536 3.2246 1.580 -0.148 -0.541 -0.402
H 1.2095 0.1537 3.0812 0.312 0.526 -0.559 0.227
H 0.6085 0.9314 4.4783 0.056 0.383 0.126 0.588
H 1.9717 -0.0821 4.5665 0.441 0.246 0.092 0.527
H 2.9574 2.2251 4.6492 -0.297 0.007 0.227 0.580
H 3.1426 1.5311 1.7402 0.097 -0.561 -0.161 -0.165
H 4.1676 0.6765 3.0277 -0.295 -0.285 -0.151 0.619
H 5.8158 1.7768 1.5094 0.535 0.193 0.186 0.320
H 5.9694 3.6219 1.8095 0.613 -0.537 0.440 0.322
H 4.7930 3.0211 0.7820 -0.308 -0.396 -0.190 0.086
H 1.9577 3.8234 3.5247 -1.055 0.436 0.122 0.355
H 0.6161 2.6893 3.5247 -0.207 1.096 0.238 -0.016
C -1.3571 2.1685 0.4498 -1.147 -0.307 1.267 -0.682
C -0.1647 1.2727 0.3300 0.346 -0.958 -2.646 2.613
C -0.4968 -0.2397 0.3760 -1.059 0.246 1.735 -0.724
O 0.2343 -1.1212 -0.4240 0.287 0.830 0.057 0.582
C 1.4954 -1.4531 0.1364 0.683 1.030 -0.120 -0.693
N 0.3648 1.5779 -1.0129 1.502 -0.305 0.263 0.829
H -1.4827 2.2050 1.5363 -0.835 0.935 -0.064 0.491
H -2.2876 1.8107 -0.0012 0.115 -0.960 0.304 -0.641
H -1.3692 3.1182 -0.0864 1.151 0.409 0.672 0.125
H 0.6251 1.4751 1.0586 -0.328 0.211 0.322 -1.364
H -1.5615 -0.4070 0.2022 0.026 0.043 -0.484 -0.007
H -0.3599 -0.5236 1.4267 -0.045 -0.274 0.132 0.376
H 2.1118 -1.8104 -0.6863 -0.051 -0.626 0.298 0.397
H 1.3964 -2.1133 0.9989 0.052 -0.338 -0.245 0.167
H 2.0042 -0.5448 0.4774 -0.047 0.111 0.122 -0.142
H 1.0832 0.8899 -1.2374 -0.268 -0.394 -0.295 -0.541
H 1.0033 2.3199 -0.7323 -0.228 0.727 -1.036 -0.366
C -4.7255 -4.9707 0.9580 1.342 -0.517 0.854 -1.460
C -3.1779 -4.9835 0.7663 -0.531 1.004 -1.781 1.002
C -2.4690 -5.5651 1.9458 -0.672 -0.110 0.971 -0.827
O -1.0689 -5.5628 1.9378 0.514 0.462 -0.116 -0.308
C -0.5006 -4.3534 2.4071 0.570 0.222 0.339 -0.302
N -2.7716 -5.7008 -0.4615 -0.051 0.014 0.095 -0.674
H -4.9599 -5.9656 1.3440 -0.560 -0.050 -0.236 0.308
H -5.3066 -4.7198 0.0750 0.281 -0.150 -0.131 0.387
H -4.9680 -4.2676 1.7563 -0.076 0.063 -0.027 0.307
H -2.8867 -3.9464 0.5739 0.193 0.100 0.247 -0.046
H -2.7938 -6.6100 1.9555 0.176 -0.133 0.374 0.396
H -2.8102 -5.0670 2.8603 -0.170 -0.150 0.160 0.329
H 0.4685 -4.5235 2.8775 0.037 -0.553 -0.141 0.247
H -1.0788 -3.8870 3.2090 -0.430 -0.005 -0.171 -0.039
H -0.2832 -3.6167 1.6301 -0.437 -0.029 -0.311 0.192
H -1.8091 -5.4471 -0.6534 0.052 0.108 -0.012 0.133
H -2.6847 -6.6865 -0.2304 -0.261 -0.179 -0.115 0.312
```
Positions in Å, forces in eV/Å.

Summary:
Strongest force on any atom ... 3.34 eV/A
LUMO ... -0.168 eV
HOMO level ... -8.80 eV
Structure (SMILES) ... COC[C@H](C)N.COC[C@H](C)N.COC[C@H](C)N.COC[C@H](C)N.NC(N)=O.NC(N)=O.NC(N)=O.NC(N)=O.NC(N)=O.NC(N)=O.NC(N)=O.NC(N)=O
Gap between HOMO and LUMO ... 0.3173 Ha


# 5
C2H5ClO3 in the gas phase at a distorted geometry, computed with ωB97M-V/def2-TZVPD.

```
11
Properties=species:S:1:pos:R:3:forces:R:3:mulliken_charge:R:1
C -0.0372 0.4503 1.1936 -0.853 1.966 -2.798 -1.573
C 0.0860 -0.1589 -0.1984 2.547 -1.152 0.469 1.182
O -0.6800 -1.3226 -0.2794 0.302 0.033 -0.223 -0.536
O 1.5117 -0.4590 -0.5345 -1.693 0.064 0.436 -0.505
O -0.3491 0.8615 -1.0018 -1.144 0.190 -2.371 -0.371
Cl -0.7023 0.3386 -2.6514 0.402 0.416 1.412 -0.014
H 0.4952 -0.0355 1.9186 1.392 -1.167 1.740 0.391
H 0.1430 1.5297 1.1101 0.621 -0.366 0.305 0.339
H -1.0875 0.4279 1.3161 -1.214 -0.215 0.875 0.431
H -1.1727 -1.4949 0.5443 0.501 0.361 -0.542 0.333
H 1.7930 -0.1372 -1.4170 -0.860 -0.130 0.696 0.322
```
Positions in Å, forces in eV/Å.

Summary:
Strongest force on any atom ... 3.52 eV/A
LUMO ... -0.421 eV
HOMO level ... -10.67 eV
Structure (SMILES) ... CC(O)(O)OCl
Gap between HOMO and LUMO ... 0.3766 Ha